ORCA calculation (wB97M-V/def2-TZVPD) on a gas-phase ion, C6H7N4O (charge +1).

Last column: Löwdin charge in e.
Cartesian coordinates (Å):
N 2.831 -0.458 -1.234  0.176
N 1.833 -0.847 -0.395  -0.191
N 0.990 -1.856 -0.520  0.228
C -0.085 -1.554 0.168  -0.171
C -1.443 -1.971 -0.008  0.039
C -2.371 -1.000 0.345  -0.048
C -2.200 0.334 0.836  -0.004
C -0.925 0.638 1.254  0.039
C 0.086 -0.225 0.744  -0.122
N 1.331 0.042 0.493  -0.003
O 2.188 0.818 1.336  0.122
H 3.060 -1.347 -1.681  0.129
H 3.626 -0.251 -0.473  0.166
H -1.734 -2.928 -0.373  0.117
H -3.401 -1.185 0.039  0.119
H -3.082 0.895 0.671  0.117
H -0.734 1.490 1.913  0.134
H 3.161 0.603 1.220  0.151

LUMO = -5.21 eV
Frontier orbital gap = 8.1 eV
HOMO = -13.3 eV
ΔE to the lowest compared entry with this formula, charge and spin = 89.7 kcal per mole
Total charge = +1
DFT total energy = -14330.4018 eV

ORCA calculation (wB97M-V/def2-TZVPD) on a molecular structure, C26H29NOP2Pb.

Last column: Löwdin charge in e.
Cartesian coordinates (Å):
C -1.685 0.962 -3.799  -0.009
C -1.047 1.578 -2.738  -0.234
C -1.594 1.265 -1.433  -0.184
C -2.122 -0.045 -1.167  -0.176
C -2.487 -0.788 -2.306  -0.020
C -2.431 -0.212 -3.555  -0.041
C -2.248 -0.480 0.108  0.002
C -2.001 0.357 1.143  -0.183
C -1.509 1.683 0.887  -0.172
C -0.842 2.444 1.958  -0.251
C -1.325 2.210 3.224  -0.025
C -2.057 1.013 3.483  -0.040
C -2.223 0.060 2.497  -0.029
H -1.550 1.364 -4.791  0.127
H -2.878 -1.774 -2.169  0.114
H -2.874 -0.692 -4.407  0.114
H -2.436 -1.540 0.337  0.138
H -1.111 2.941 4.011  0.133
H -2.384 0.848 4.514  0.122
H -2.594 -0.927 2.747  0.113
N -1.396 2.089 -0.387  0.175
Pb 1.510 -1.935 0.222  1.282
C 0.272 2.301 -2.735  -0.231
H 0.280 3.221 -2.133  0.091
H 0.654 2.490 -3.738  0.102
C 0.395 3.188 1.570  -0.207
H 0.304 3.769 0.642  0.084
H 0.847 3.751 2.391  0.105
P 1.492 1.139 -1.859  0.895
P 1.646 1.761 1.067  0.901
C 1.875 1.038 2.760  -0.247
H 2.632 0.246 2.652  0.031
H 2.240 1.802 3.469  0.075
H 0.941 0.597 3.145  0.044
C 3.186 2.764 1.014  -0.268
H 3.375 3.199 2.005  0.064
H 3.996 2.074 0.737  0.050
H 3.081 3.545 0.248  0.049
C 1.405 -0.316 -3.011  -0.257
H 1.490 0.003 -4.062  0.080
H 2.248 -0.980 -2.773  0.029
H 0.471 -0.880 -2.883  0.035
C 3.080 1.814 -2.466  -0.254
H 3.877 1.095 -2.236  0.057
H 3.023 1.967 -3.552  0.069
H 3.296 2.759 -1.958  0.039
C 3.925 -2.643 0.787  -0.101
O 5.047 -2.826 0.888  0.143
H 0.107 -1.254 0.183  -0.173
C -2.507 -4.607 1.198  -0.054
C -1.856 -4.010 2.294  -0.052
C -0.535 -3.526 2.131  -0.129
C -0.039 -3.651 0.860  -0.336
C -0.597 -4.205 -0.271  -0.134
C -1.927 -4.686 -0.085  -0.045
H -3.506 -5.035 1.335  0.122
H -2.332 -4.011 3.274  0.121
H -0.022 -2.966 2.926  0.113
H -0.133 -4.152 -1.277  0.112
H -2.445 -5.196 -0.915  0.126

LUMO (alpha / beta) = -8.71 / -9.05 eV
Frontier orbital gap (alpha / beta) = 4.4 / 4.0 eV
HOMO (alpha / beta) = -13.1 / -13.1 eV
Total charge = +2
DFT total energy = -54772.8215 eV

ORCA calculation (wB97M-V/def2-TZVPD) on C7H10 in the gas phase.

Last column: Löwdin charge in e.
Cartesian coordinates (Å):
C -1.353 0.835 0.135  -0.185
C -1.475 -0.542 -0.540  -0.154
C -0.054 -0.380 -1.107  -0.149
C 0.108 1.101 -0.301  -0.158
C 1.395 0.477 0.276  -0.241
C 1.095 -0.576 1.254  -0.079
C 1.105 -0.904 -0.232  -0.186
H -1.988 1.534 -0.436  0.110
H -1.581 0.975 1.194  0.099
H -1.622 -1.376 0.153  0.107
H -2.251 -0.596 -1.313  0.101
H 0.117 -0.661 -2.156  0.127
H 0.226 2.232 -0.126  0.145
H 2.350 0.982 0.141  0.135
H 1.952 -0.943 1.810  0.103
H 0.172 -0.484 1.816  0.097
H 1.803 -1.673 -0.568  0.128

LUMO = 1.19 eV
Frontier orbital gap = 9.8 eV
HOMO = -8.6 eV
ΔE to the lowest compared entry with this formula, charge and spin = 94.3 kcal per mole
Total charge = 0
DFT total energy = -7416.9439 eV

ORCA calculation (wB97M-V/def2-TZVPD) on 2 unconnected molecules or ions with the total composition C6H12O.

Last column: Löwdin charge in e.
Cartesian coordinates (Å):
C 0.230 1.607 -1.914  -0.107
C 0.086 0.209 -1.397  -0.186
C -0.827 -0.639 -1.846  -0.189
C -0.885 -2.088 -1.485  -0.113
H -0.723 2.005 -2.246  0.068
H 0.657 2.278 -1.165  0.064
H 0.932 1.649 -2.751  0.072
H 0.806 -0.131 -0.659  0.084
H -1.567 -0.262 -2.548  0.100
H -0.295 -2.305 -0.592  0.066
H -1.902 -2.432 -1.282  0.066
H -0.506 -2.707 -2.300  0.070
C -0.075 1.363 2.549  0.013
C 0.093 0.085 2.256  -0.289
O 1.278 -0.399 1.753  -0.042
H -1.036 1.683 2.920  0.050
H 0.634 2.114 2.236  0.061
H -0.677 -0.650 2.466  0.108
H 1.514 -1.210 2.226  0.103

LUMO = 0.82 eV
Frontier orbital gap = 9.7 eV
HOMO = -8.9 eV
ΔE to the lowest compared entry with this formula, charge and spin = 44.1 kcal per mole
Total charge = 0
DFT total energy = -8462.4427 eV

ORCA calculation (wB97M-V/def2-TZVPD) on a gas-phase ion, C5H5S2 (charge -1).

Last column: Löwdin charge in e.
Cartesian coordinates (Å):
C 0.579 1.109 -1.127  -0.087
C 0.962 0.165 0.114  -0.206
C -0.145 -0.618 0.506  -0.255
C -0.912 -1.268 1.477  -0.775
S -0.838 -1.723 3.102  0.341
C -1.479 -0.887 0.235  -0.883
S -2.766 -0.960 -0.717  0.455
H 0.381 0.602 -2.047  0.042
H 1.442 1.681 -1.290  0.023
H -0.506 1.604 -0.932  0.124
H 1.498 0.775 0.873  0.115
H 1.786 -0.480 -0.193  0.103

LUMO = 3.64 eV
Frontier orbital gap = 7.0 eV
HOMO = -3.4 eV
ΔE to the lowest compared entry with this formula, charge and spin = 16.0 kcal per mole
Total charge = -1
DFT total energy = -26935.8883 eV

ORCA calculation (wB97M-V/def2-TZVPD) on a molecular structure, C30H46As4Br2N5O5V.

Last column: Mulliken spin population.
Cartesian coordinates (Å):
V -0.219 -0.107 -0.385  1.278
C 3.439 -0.893 1.118  -0.002
As 1.539 -1.257 1.287  0.008
C 1.324 -0.660 3.114  -0.013
C 1.523 -3.189 1.588  -0.004
C 1.976 -4.145 0.448  -0.006
C 0.956 -5.284 0.358  -0.003
C 2.123 -3.448 -0.908  -0.012
As 0.765 -2.242 -1.648  -0.038
C 1.623 -2.023 -3.371  -0.001
C -0.687 -3.380 -2.264  -0.021
C 3.351 -4.713 0.861  0.002
As 4.585 -5.825 -0.243  0.000
C 3.441 -6.857 -1.461  0.000
C 5.225 -4.500 -1.549  0.000
H 3.944 -1.412 1.934  -0.002
H 3.599 0.179 1.229  -0.002
H 3.834 -1.207 0.159  -0.001
H 2.034 -1.196 3.744  -0.003
H 0.312 -0.846 3.455  0.001
H 1.530 0.407 3.154  -0.001
H 0.512 -3.433 1.917  0.000
H 2.154 -3.335 2.468  -0.002
H -0.035 -4.918 0.075  -0.001
H 0.860 -5.785 1.323  0.000
H 1.252 -6.027 -0.379  0.001
H 2.260 -4.205 -1.682  -0.004
H 3.030 -2.838 -0.927  0.006
H 1.850 -3.028 -3.728  -0.004
H 2.531 -1.439 -3.271  0.000
H 0.943 -1.545 -4.070  -0.001
H -0.252 -4.171 -2.875  -0.004
H -1.336 -2.758 -2.880  -0.001
H -1.279 -3.817 -1.468  0.001
H 3.209 -5.293 1.777  0.000
H 4.005 -3.879 1.144  0.000
H 2.862 -7.594 -0.907  0.000
H 4.115 -7.395 -2.127  0.000
H 2.774 -6.248 -2.071  0.000
H 5.571 -3.610 -1.023  0.000
H 4.478 -4.218 -2.288  0.000
H 6.080 -4.933 -2.066  0.000
Br -5.648 -3.932 -0.291  0.000
C -4.115 -2.863 -0.060  0.006
C -2.966 -3.376 0.378  -0.015
C -1.821 -2.450 0.641  -0.046
N -1.830 -1.256 -0.162  -0.089
C -3.061 -0.764 -0.524  0.020
C -4.210 -1.477 -0.430  -0.023
C -3.040 0.613 -1.058  0.000
C -4.108 1.185 -1.740  -0.001
C -3.958 2.459 -2.251  0.000
Br -5.368 3.264 -3.188  0.000
C -2.754 3.134 -2.090  0.001
C -1.744 2.495 -1.406  0.004
N -1.887 1.272 -0.885  -0.004
H -2.850 -4.424 0.623  0.000
H -0.880 -2.971 0.460  0.025
H -5.166 -1.059 -0.701  -0.001
H -5.020 0.633 -1.902  0.000
H -2.603 4.123 -2.498  0.000
H -0.785 2.969 -1.250  0.000
C -2.172 3.448 1.604  0.001
As -1.607 1.713 2.206  0.002
C -3.274 0.814 2.511  0.001
C -0.758 2.031 3.888  -0.002
O -0.545 0.674 1.388  -0.030
H -2.821 3.792 2.412  0.000
H -2.756 3.376 0.692  0.000
H -1.325 4.109 1.473  0.000
H -3.732 1.249 3.400  0.000
H -3.102 -0.248 2.653  -0.001
H -3.931 0.971 1.657  0.000
H -1.360 2.736 4.460  0.000
H 0.223 2.463 3.698  0.000
H -0.660 1.100 4.441  0.000
O 2.749 -0.035 -1.665  0.005
C 2.516 1.062 -1.188  0.011
C 3.436 2.262 -1.273  0.000
C 2.787 3.266 -0.334  -0.003
C 1.469 2.611 0.049  0.006
O 0.623 3.156 0.740  0.003
N 1.367 1.359 -0.494  -0.034
H 3.463 2.597 -2.311  0.000
H 4.448 1.964 -1.005  0.000
H 2.587 4.241 -0.773  0.000
H 3.361 3.439 0.578  0.000
O -1.385 -3.236 4.135  0.000
C -1.585 -2.743 3.097  0.002
N -1.801 -2.113 2.096  0.004
O -0.281 1.244 -4.396  0.007
C -0.280 0.649 -3.380  0.017
N -0.297 0.035 -2.359  -0.042

⟨S²⟩ = 0.828
LUMO (alpha / beta) = -4.03 / -3.28 eV
Frontier orbital gap (alpha / beta) = 6.5 / 7.3 eV
HOMO (alpha / beta) = -10.5 / -10.6 eV
Total charge = +1
Spin multiplicity = 2
DFT total energy = -458668.1319 eV

Q: Among the records above, which one has the lowest total charge?
A: C5H5S2